(1)
35
Properties=species:S:1:pos:R:3 method="wB97M-V/def2-TZVPD" total_charge=+2 e_lumo_ev="-10.4 / -10.1"
Sn 0.505 0.399 -0.313
Cl 1.201 1.492 -2.369
P 1.925 -1.881 -0.568
O 2.815 -2.585 0.566
O 1.038 -3.133 -1.031
O 2.869 -1.674 -1.851
O 3.396 1.905 1.362
O 0.408 -2.245 2.472
C -2.280 -0.210 -2.691
C 2.357 1.566 1.026
C 0.398 -1.429 1.670
C -2.526 -0.536 -0.125
C 0.591 -3.307 -2.396
C -1.781 1.535 -0.819
C -1.982 1.580 0.605
C -2.185 0.221 -1.278
C 4.057 -0.846 -1.899
C -2.408 0.289 1.019
C 3.791 -2.075 1.529
H 3.329 -2.006 2.526
H -1.905 2.473 1.230
H -3.310 -0.078 -3.053
H -1.533 2.369 -1.470
H 1.373 -3.809 -2.976
H 4.603 -2.814 1.563
H -2.018 -1.268 -2.812
H 3.948 0.077 -1.312
H -2.889 -1.567 -0.149
H -2.659 0.005 2.043
H -0.285 -3.957 -2.323
H 4.911 -1.428 -1.528
H 0.316 -2.355 -2.874
H 4.202 -0.562 -2.949
H 4.190 -1.090 1.243
H -1.621 0.381 -3.338

(2)
13
Properties=species:S:1:pos:R:3 method="wB97M-V/def2-TZVPD" smiles="C=O.O.O.O" total_charge=0 e_lumo_ev=0.1
O 0.799 -3.159 -0.839
O -1.112 -0.922 -0.824
O -1.354 0.706 1.619
O 0.813 2.555 0.621
C 1.243 2.027 -0.377
H -1.138 -0.194 -0.189
H 0.155 -2.453 -1.007
H 2.254 1.600 -0.383
H 0.633 1.978 -1.277
H -0.755 1.376 1.257
H -1.984 -1.329 -0.807
H -1.031 0.554 2.514
H 1.479 -2.737 -0.308

(3)
61
Properties=species:S:1:pos:R:3 method="wB97M-V/def2-TZVPD" smiles="CCCO[C@@](N)(COC)[C@@H](I)CC.CCOC(C)=O.CCOC(C)=O" total_charge=0 e_lumo_ev=0.6
I -2.219 1.685 2.452
O 3.589 -3.304 -0.373
O -0.870 -0.700 1.405
O 0.103 4.496 -0.013
O 3.080 -2.760 -2.434
O -3.547 -3.044 0.586
O 1.272 6.063 0.983
N -2.167 -0.993 -0.572
C 1.092 -0.621 -0.096
C 1.372 0.813 0.327
C -2.549 -2.425 1.383
C -3.200 0.017 1.440
C 2.846 -3.876 -4.593
C 0.226 5.210 0.944
C -2.146 -1.029 0.870
C -3.094 -3.997 -0.350
C 0.264 -1.405 0.912
C 4.942 -4.336 -2.028
C -0.715 5.132 2.125
C 3.390 -2.687 -3.829
C -5.173 -0.324 -0.160
C 2.111 6.526 3.228
C 3.843 -3.419 -1.540
C -4.142 0.647 0.427
C 1.424 7.065 1.990
H 1.770 -3.960 -4.441
H -3.605 1.176 -0.350
H -2.958 -2.338 2.383
H 1.521 5.745 3.707
H 2.032 -1.152 -0.183
H 2.273 7.326 3.951
H 4.463 -2.554 -3.978
H 5.730 -4.344 -1.281
H 0.491 1.329 0.692
H -4.741 -0.814 -1.021
H 0.631 -0.669 -1.080
H 1.721 1.370 -0.539
H 3.076 6.095 2.963
H 5.383 -4.042 -2.977
H -6.021 0.256 -0.514
H 3.300 -4.810 -4.262
H 2.042 7.833 1.527
H 2.176 0.839 1.054
H 0.015 -2.378 0.488
H 4.537 -5.343 -2.119
H -2.027 -3.917 -0.557
H 2.909 -1.773 -4.172
H -0.365 4.348 2.796
H -0.812 6.062 2.680
H 3.039 -3.761 -5.660
H 0.464 7.529 2.219
H -1.682 -3.074 1.473
H -1.751 -1.826 -0.965
H -3.625 -3.844 -1.287
H -4.697 1.413 0.965
H -3.295 -5.012 -0.010
H -1.645 -0.179 -0.879
H -3.805 -0.439 2.210
H 0.895 -1.601 1.776
H -1.700 4.861 1.755
H -5.474 -1.083 0.551

(4)
15
Properties=species:S:1:pos:R:3 method="wB97M-V/def2-TZVPD" total_charge=0 e_lumo_ev="-0.3 / -0.3"
Br -5.587 0.098 -0.479
N -3.293 -0.295 0.733
N -0.989 -0.297 0.532
C -4.369 0.258 0.982
C 0.234 1.611 -0.225
C -2.158 -0.882 0.906
C -0.953 1.040 0.470
C 0.097 -1.279 0.197
H 0.507 -0.990 -0.733
H 1.085 0.940 -0.474
H -2.156 -1.884 1.205
H 0.781 2.420 0.444
H -0.398 -2.251 0.184
H 0.035 2.134 -1.183
H 0.877 -1.090 1.104

(5)
68
Properties=species:S:1:pos:R:3 method="wB97M-V/def2-TZVPD" total_charge=+1 e_lumo_ev=-5.2
Cl -2.763 1.768 -3.737
F 4.946 0.205 -0.747
F -1.099 0.936 0.721
F 0.184 2.433 1.674
F 1.360 1.282 3.796
F 5.262 2.337 -1.075
F 1.017 -0.182 -0.505
F -2.882 -6.205 1.372
F 6.382 4.841 -4.951
F -5.032 -7.861 1.437
F -7.869 -3.050 3.745
F 2.850 3.123 2.290
F -5.917 -1.627 2.605
F -4.193 -5.867 3.069
F 2.755 2.541 4.912
F -6.659 -4.869 3.712
F 4.665 2.185 3.078
F 4.199 -0.109 -3.347
F -6.381 -6.145 1.274
F 6.241 0.595 -3.115
F 7.659 2.851 -2.370
F -6.616 -3.301 1.383
F 8.083 4.927 -2.895
F 1.111 -0.290 1.666
F 5.440 4.449 -3.016
O -2.693 -0.683 0.551
O -4.148 -4.414 1.351
O -3.263 1.446 0.020
O 4.621 1.993 -3.815
O 2.447 1.128 0.534
N -2.291 2.028 -2.083
C 7.664 3.741 -3.380
C -5.898 -2.993 2.485
C -6.606 -3.527 3.735
C -4.426 -3.368 2.263
C -5.139 -6.589 1.004
C -3.355 0.005 -0.102
C -3.506 2.165 -1.112
C 5.576 2.699 -4.597
C 6.253 3.919 -3.954
C 2.668 1.531 4.025
C -4.095 -5.730 1.737
C 4.596 1.258 -1.527
C -4.359 -0.582 -1.072
C 3.370 1.954 2.730
C 4.957 0.959 -2.988
C 3.418 0.950 1.573
C 1.222 0.549 0.634
C 0.094 1.591 0.641
H -3.559 3.223 -0.845
H 6.304 2.028 -5.052
H -1.710 1.223 -1.823
H -4.966 -6.550 -0.073
H -3.893 -3.498 3.205
H 8.360 3.410 -4.155
H -4.781 0.060 -1.833
H -4.397 1.925 -1.680
H 3.441 -0.082 1.919
H 3.140 0.642 4.451
H -6.095 -3.194 4.642
H -1.709 2.869 -2.084
H -5.164 -1.017 -0.474
H 0.136 2.178 -0.286
H -3.858 -1.411 -1.578
H 4.989 3.116 -5.414
H 4.374 1.125 1.096
H -3.990 -2.488 1.791
H 3.528 1.441 -1.430

(6)
17
Properties=species:S:1:pos:R:3 method="wB97M-V/def2-TZVPD" smiles="C=NCC.O.O" total_charge=0 e_lumo_ev=0.7
O -1.390 -1.362 -1.804
O -0.799 -1.334 1.842
N 1.241 0.320 0.185
C -0.834 1.710 0.667
C 0.185 1.180 -0.370
C 2.250 0.042 -0.596
H -0.335 0.536 -1.086
H -0.849 -2.197 -1.753
H 0.619 2.073 -0.962
H -1.253 -1.049 -0.889
H 2.843 -0.858 -0.429
H -0.641 -1.524 2.717
H 0.006 -1.145 1.440
H -0.438 1.907 1.666
H -1.327 2.570 0.258
H 2.360 0.545 -1.589
H -1.770 0.884 0.823

(7)
10
Properties=species:S:1:pos:R:3 method="wB97M-V/def2-TZVPD" smiles=C[C@@]1(Br)O[C@H]1Br total_charge=0 e_lumo_ev=0.6
Br -2.240 0.948 -0.327
Br 2.471 0.560 -0.321
O 0.093 0.733 1.228
C -0.549 0.186 0.166
C 0.597 1.157 -0.018
C -0.283 -1.271 -0.128
H 0.663 -1.346 0.425
H -0.102 -1.283 -1.201
H 0.346 2.244 -0.306
H -0.996 -1.928 0.482

(8)
14
Properties=species:S:1:pos:R:3 method="wB97M-V/def2-TZVPD" total_charge=0 e_lumo_ev=0.6
O -1.711 -0.454 -0.617
N 1.635 -1.862 -0.828
N -0.491 2.547 1.189
N -1.444 1.581 0.516
N -0.809 -1.680 -0.571
C 0.504 0.237 -0.186
C -0.831 0.563 -0.053
C 0.486 -1.091 -0.448
H -0.730 3.475 0.826
H 1.631 -2.839 -0.332
H -1.003 2.404 2.196
H 1.299 0.831 0.438
H 2.516 -1.448 -0.621
H -1.051 -2.264 -1.508

Per-record electronic energy, eV: -49527.73536 -9356.05104 -40087.59037 -78315.56285 -108434.56739 -8872.80903 -145306.53111 -11211.62659